Arrangement A

Below is one molecule with the formula C12H12, with properties calculated with ωB97M-V/def2-TZVPD.

Each line ends with the Mulliken charge.
CARTESIAN COORDINATES (ANGSTROEM)
C (0.13458, -1.89794, -2.80899)  -0.582
C (-0.89548, -1.02468, -3.13443)  -0.383
C (0.83199, -1.77883, -1.65558)  -0.537
C (-1.24558, -0.03974, -2.24958)  -0.734
C (0.41686, -0.87378, -0.69548)  0.846
C (-0.62478, 0.00561, -0.98944)  -0.092
C (-2.03467, 1.64814, 1.78072)  -1.097
C (-1.47157, 2.82803, 2.29583)  -0.019
C (1.25946, -0.73193, 0.59615)  -0.639
C (0.59032, -0.33618, 1.87334)  -1.205
C (0.68442, 1.23804, 2.14088)  -0.323
C (-0.64006, 1.80423, 2.11664)  0.485
H (0.35065, -2.50684, -3.64050)  0.367
H (-1.43947, -1.06360, -4.03501)  0.417
H (1.81709, -2.30789, -1.45717)  0.230
H (-2.23571, 0.45038, -2.30105)  0.312
H (-0.90607, 0.86822, -0.50927)  0.214
H (-1.59178, 3.91191, 2.51877)  0.351
H (1.90575, -1.71221, 0.70830)  0.256
H (2.10523, -0.05020, 0.21365)  0.319
H (-0.37445, -0.61093, 1.79563)  0.658
H (0.91711, -0.82832, 2.74253)  0.564
H (1.05894, 1.29055, 3.22900)  0.239
H (1.38723, 1.71797, 1.46503)  0.351

HOMO energy = -8.74 eV
LUMO = 0.879 eV
orbital gap = 0.354 Eh
multiplicity = 1



Arrangement B

Below is a 2-piece molecular cluster, C12H12 overall, with properties calculated with ωB97M-V/def2-TZVPD.

Each line ends with the Mulliken charge.
CARTESIAN COORDINATES (ANGSTROEM)
C (3.37821, 1.16962, 0.29030)  -0.046
C (3.98029, 0.12208, -0.31859)  -0.539
C (3.21508, -1.07660, -0.48899)  -0.237
C (1.91008, -1.23954, -0.17893)  -0.181
C (1.31923, -0.12743, 0.57677)  -0.011
C (2.02821, 1.01118, 0.84576)  -0.574
H (3.87528, 2.27253, 0.23742)  0.213
H (5.11294, 0.02404, -0.32281)  0.265
H (3.70842, -1.81150, -1.12077)  0.323
H (1.29905, -2.24635, -0.47312)  0.113
H (0.17802, 0.04216, 0.85681)  0.360
H (1.64363, 1.98199, 1.21360)  0.308
C (-3.54119, 1.11363, -0.31319)  -0.610
C (-3.94307, -0.14809, 0.14767)  -0.228
C (-3.10560, -1.09348, 0.55725)  -0.436
C (-1.73288, -1.00094, 0.04278)  0.097
C (-1.29821, 0.10084, -0.42693)  -0.097
C (-2.18262, 1.17285, -0.67148)  -0.388
H (-4.20972, 1.93701, -0.46638)  0.382
H (-4.92551, -0.54040, 0.45115)  0.268
H (-3.68527, -1.89881, 1.22208)  0.195
H (-1.14542, -1.95829, 0.08676)  0.185
H (-0.26600, 0.04822, -1.00334)  0.335
H (-1.75052, 2.12472, -1.05588)  0.303

HOMO energy = -9.13 eV
LUMO = 0.891 eV
SMILES string = c1ccccc1.c1ccccc1
orbital gap = 0.368 Eh
multiplicity = 1



Q: Which of them is the most stable? A: arrangement B.



Arrangement A

Below is a 2-piece molecular cluster, C12H12 overall, with properties calculated with ωB97M-V/def2-TZVPD.

Each line ends with the Mulliken charge.
CARTESIAN COORDINATES (ANGSTROEM)
C (-0.60982, -0.33925, -2.00971)  -1.015
C (-0.37963, 0.24606, -0.75265)  0.402
C (0.41066, 1.37180, -0.55275)  0.190
C (1.03221, 2.02171, -1.59687)  -0.563
C (0.69935, 1.56170, -2.85395)  -0.299
C (-0.05052, 0.40709, -2.96584)  -0.171
H (-1.28084, -1.15751, -2.13068)  0.428
H (-0.75263, -0.36265, 0.14766)  0.120
H (0.35575, 2.02964, 0.38187)  0.180
H (1.45364, 3.09706, -1.79720)  0.210
H (1.30091, 1.90525, -3.91611)  0.182
H (-0.37096, 0.13883, -3.98525)  0.256
C (0.13485, -2.12976, 1.29027)  -0.466
C (-1.16244, -1.97065, 1.84293)  -0.293
C (-1.49190, -0.68640, 2.31120)  -0.486
C (-0.48483, 0.33323, 2.18575)  0.063
C (0.81262, 0.14047, 1.78875)  -0.484
C (1.16792, -1.19367, 1.38695)  -0.165
H (0.50365, -3.25449, 1.08905)  0.227
H (-1.87309, -2.82935, 1.99930)  0.336
H (-2.44869, -0.42785, 2.67032)  0.420
H (-0.76333, 1.36022, 2.44556)  0.260
H (1.54052, 1.06445, 1.93111)  0.348
H (2.25661, -1.32592, 1.09029)  0.321

HOMO energy = -8.64 eV
LUMO = 0.887 eV
SMILES string = c1ccccc1.c1ccccc1
orbital gap = 0.350 Eh
multiplicity = 1



Arrangement B

Below is a 2-piece molecular cluster, C12H12 overall, with properties calculated with ωB97M-V/def2-TZVPD.

Each line ends with the Mulliken charge.
CARTESIAN COORDINATES (ANGSTROEM)
C (-1.26811, 0.25143, 0.28923)  -0.646
C (-1.46943, 0.02945, 1.64223)  -0.518
C (-0.62402, 0.73877, 2.55048)  -0.386
C (0.30550, 1.48645, 2.05441)  -0.709
C (0.40579, 1.84499, 0.77408)  -0.157
C (-0.23724, 1.16550, -0.22571)  -0.587
H (-1.82163, -0.32770, -0.35241)  0.861
H (-2.38286, -0.41545, 2.03590)  0.408
H (-0.84310, 0.80989, 3.56409)  0.503
H (0.95493, 2.09098, 2.68560)  0.351
H (1.05675, 2.86367, 0.61412)  0.165
H (-0.07066, 0.99388, -1.27873)  0.711
C (-0.46817, -1.77396, -1.70709)  -0.426
C (-0.24871, -1.80048, -0.36679)  -0.428
C (0.89928, -1.10307, 0.19404)  -0.427
C (1.52242, -0.33583, -0.76534)  -0.354
C (1.07688, -0.11501, -2.12183)  -0.404
C (0.01848, -0.85763, -2.56077)  -0.215
H (-1.15984, -2.45590, -1.94470)  0.524
H (-0.87432, -2.32734, 0.44676)  0.326
H (1.30700, -0.92739, 1.18772)  0.472
H (2.63008, -0.01368, -0.56368)  0.229
H (1.66881, 0.67612, -2.61468)  0.409
H (-0.37783, -0.49767, -3.53695)  0.294

HOMO energy = -7.99 eV
LUMO = 0.829 eV
SMILES string = c1ccccc1.c1ccccc1
orbital gap = 0.324 Eh
multiplicity = 1



Q: Which of them is the most stable? A: arrangement A.



Arrangement A

Below is one molecule with the formula C3HNO2, with properties calculated with ωB97M-V/def2-TZVPD.

Each line ends with the Mulliken charge.
CARTESIAN COORDINATES (ANGSTROEM)
N (2.64211, -0.32820, 0.20630)  -0.297
C (1.51559, -0.10092, 0.06888)  0.205
C (0.15794, 0.43508, -0.13137)  0.491
O (0.02740, 1.55503, -0.55741)  -0.392
C (-1.13018, -0.35410, 0.12114)  0.060
O (-1.27876, -1.50976, -0.16350)  -0.387
H (-1.93841, 0.31562, 0.47196)  0.319

HOMO energy = -11.16 eV
LUMO = -1.694 eV
SMILES string = N#CC(=O)C=O
orbital gap = 0.348 Eh
multiplicity = 1



Arrangement B

Below is one molecule with the formula C3HNO2, with properties calculated with ωB97M-V/def2-TZVPD.

Each line ends with the Mulliken charge.
CARTESIAN COORDINATES (ANGSTROEM)
N (-1.52499, 1.46571, -1.47542)  -0.288
C (-1.01960, 0.66952, -0.80618)  0.196
C (-0.45619, -0.33891, 0.10865)  0.522
O (-1.11956, -1.24068, 0.55168)  -0.408
C (1.02446, -0.20532, 0.46489)  0.027
O (1.79375, 0.40601, -0.22535)  -0.392
H (1.30214, -0.75634, 1.38173)  0.344

HOMO energy = -11.20 eV
LUMO = -1.838 eV
SMILES string = N#CC(=O)C=O
orbital gap = 0.344 Eh
multiplicity = 1



Q: Which of them is the most stable? A: arrangement B.